[1]
Entry from OMol25: C5H10NO2 as an isolated structure at a distorted geometry (ωB97M-V with the def2-TZVPD basis set).

Properties
lowest unoccupied orbital energy	3.6954	eV
charge	-1
maximum force	0.0691	Eh/bohr
calculated total energy	-401.60854	hartree
2S+1	1
Kohn-Sham gap	7.25	eV
energy relative to the best compared isomer or geometry (same formula, charge and spin)	5.940	eV

Structure (XYZ):
```
18
Properties=species:S:1:pos:R:3:forces:R:3
C -0.82256 -1.12140 0.02385 1.4 -0.4 -1.5
C -0.11105 0.21715 0.05475 -3.5 0.0 0.7
C 0.79876 0.43763 1.06562 0.4 -0.8 0.4
C 1.38231 -0.70014 1.87172 1.1 -0.7 -0.3
O 1.74426 -1.77040 1.14941 -0.3 0.0 -0.1
N -0.70479 1.24289 -0.59872 1.2 0.3 -0.4
C -1.03286 0.95928 -2.12096 -1.0 -0.2 -0.4
O -2.18717 0.40377 -2.32276 0.1 0.1 0.0
H -0.03556 -1.87695 -0.01564 -0.1 -0.2 0.6
H -1.38976 -1.20999 0.94371 -0.2 0.0 0.0
H -1.37877 -1.21501 -0.90311 -0.6 0.3 0.2
H 1.19648 -0.00685 -0.16668 1.2 0.7 0.8
H 0.84867 1.42616 1.52489 0.6 0.4 -0.8
H 2.27273 -0.26844 2.38731 -0.3 0.3 0.4
H 0.61137 -0.91656 2.65553 -0.1 0.2 0.2
H -0.11025 2.07448 -0.52838 -0.5 0.0 0.0
H -0.16329 0.33839 -2.45476 0.3 0.1 0.0
H -0.91852 1.98597 -2.56578 0.2 0.0 0.2
```
Forces are in eV/Å.

[2]
Entry from OMol25: an isolated ion of composition C3H8N2O3P and charge -1 at a distorted geometry (ωB97M-V with the def2-TZVPD basis set).

Properties
lowest unoccupied orbital energy	3.7152	eV
charge	-1
maximum force	0.0961	Eh/bohr
calculated total energy	-795.79453	hartree
2S+1	1
Kohn-Sham gap	8.47	eV
energy relative to the best compared isomer or geometry (same formula, charge and spin)	0.000	eV
structure (SMILES)	[H]/N=C(\[C@@H](C)N)[P@](=O)([O-])O

Structure (XYZ):
```
17
Properties=species:S:1:pos:R:3:forces:R:3
H -0.38354 2.39589 -0.37493 0.6 -0.9 1.0
N 0.02100 1.87519 0.45827 -1.3 -3.4 -0.5
C -0.21344 0.54927 0.36340 0.8 3.6 3.3
C -0.84420 -0.09431 -0.83822 2.1 -0.9 -0.6
C -0.05274 0.49545 -1.99851 -1.2 2.7 -0.9
N -0.76832 -1.55210 -0.81376 -3.9 1.2 -0.2
P 0.57312 -0.66347 2.00667 -1.1 -3.5 -2.4
O 1.77289 -1.18100 1.28192 0.1 0.2 -0.7
O -0.25890 -1.66153 2.78840 -0.4 1.4 -1.6
O 1.04098 0.34870 3.05740 -0.2 2.4 2.3
H -1.85266 0.16944 -0.97230 -1.5 0.5 0.2
H 1.00374 0.35575 -1.83104 0.3 0.0 -0.2
H -0.37351 0.28645 -3.02344 0.1 -1.0 0.2
H -0.29334 1.64051 -2.00857 0.8 -1.9 0.2
H -1.30074 -1.85993 0.00199 0.7 -0.3 -0.2
H 0.12560 -1.88466 -0.81330 2.9 -0.9 0.5
H 1.80405 0.78035 2.71602 1.0 0.8 -0.4
```
Forces are in eV/Å.

[3]
Entry from OMol25: a 3-piece molecular cluster, C3H12NO3 overall at a distorted geometry (ωB97M-V with the def2-TZVPD basis set).

Properties
lowest unoccupied orbital energy	-3.2283	eV
charge	+1
maximum force	0.0524	Eh/bohr
calculated total energy	-401.71251	hartree
2S+1	1
Kohn-Sham gap	11.09	eV
energy relative to the best compared isomer or geometry (same formula, charge and spin)	0.992	eV

Structure (XYZ):
```
19
Properties=species:S:1:pos:R:3:forces:R:3
O 0.75781 1.05436 -1.69145 -0.4 -0.7 0.7
C 0.46442 1.87017 -0.85786 1.3 0.7 -1.9
C -0.24996 1.58944 0.41087 0.5 -0.3 1.3
N -0.22415 0.11796 0.73267 -2.4 0.7 1.0
C -0.42305 -0.17921 2.21806 1.4 1.0 0.1
H 0.81271 2.89851 -1.08180 -0.6 0.1 0.7
H 0.25074 2.07636 1.26194 -0.2 0.2 -0.4
H -1.28843 1.94422 0.34820 0.3 -0.2 0.1
H -1.10722 -0.20010 0.31634 0.7 -0.7 -0.7
H 0.58128 -0.40372 0.36069 0.0 -0.1 -0.2
H -1.16581 0.46700 2.71447 -0.3 -0.6 -0.8
H 0.48536 0.12469 2.73980 0.3 -0.2 -0.2
H -0.52771 -1.24722 2.33286 -0.5 -0.1 0.1
H -1.06962 -1.86011 -1.90371 0.2 0.1 -0.3
H -2.37529 -1.72528 -1.18373 -0.4 0.0 -0.2
O -1.78395 -1.22946 -1.76070 0.1 0.0 0.8
H 1.58028 -2.40969 1.55389 0.1 0.0 0.1
H 2.13457 -2.67633 0.17174 0.2 0.0 -0.3
O 1.58040 -2.06121 0.65664 -0.2 0.1 0.3
```
Forces are in eV/Å.

[4]
Entry from OMol25: one molecule with the formula C7H9NO2S at a distorted geometry (ωB97M-V with the def2-TZVPD basis set).

Properties
lowest unoccupied orbital energy (alpha / beta)	-2.0571 / -0.4290	eV
maximum force	0.0736	Eh/bohr
calculated total energy	-875.27865	hartree
2S+1	1
Kohn-Sham gap (alpha / beta)	6.49 / 9.21	eV
energy relative to the best compared isomer or geometry (same formula, charge and spin)	7.420	eV

Structure (XYZ):
```
20
Properties=species:S:1:pos:R:3:forces:R:3
C -0.52963 1.45153 -1.78022 1.9 -0.5 -0.1
C -0.77689 1.33270 -0.50099 -1.2 -0.7 1.1
C 0.43420 0.46154 -2.48154 -3.0 2.2 -0.8
C 1.63884 0.01378 -1.96680 0.7 -0.6 0.4
C -0.53097 -1.18913 -0.40814 1.0 0.7 0.2
C -0.63101 0.08572 0.33719 1.1 1.4 -0.3
C 0.45879 -0.43901 2.34619 -1.7 -0.6 -0.6
N -0.04330 0.22414 -3.67681 2.8 -1.8 -0.8
O 3.21299 -1.52698 -0.67949 0.3 -1.3 1.1
O 0.40795 0.44722 1.26532 -0.4 0.0 -1.4
S 3.12906 -0.46597 -1.65020 -1.4 1.6 -1.1
H -0.90222 2.28875 -2.36570 0.4 -0.2 0.0
H -1.31205 2.02324 0.12731 -0.3 0.8 -0.6
H -1.10481 -1.32053 -1.31143 -0.1 -0.2 0.1
H 0.29199 -1.82169 -0.15404 0.2 -0.7 -0.1
H -1.53712 0.09823 0.90631 -1.1 -0.3 0.6
H -0.22573 -0.08192 3.16624 0.8 -0.4 -0.4
H 1.50553 -0.42730 2.56699 0.4 -0.7 0.9
H 0.03937 -1.39679 1.90282 1.0 0.4 1.4
H 0.71480 -0.39155 -4.12897 -1.6 0.8 0.2
```
Forces are in eV/Å.

[5]
Entry from OMol25: a 5-piece molecular cluster, C20H38O10 overall at a distorted geometry (ωB97M-V with the def2-TZVPD basis set).

Properties
lowest unoccupied orbital energy (alpha / beta)	-2.7756 / -9.2538	eV
charge	+1
<S²>	0.754
maximum force	0.0849	Eh/bohr
calculated total energy	-1536.75729	hartree
2S+1	2
Kohn-Sham gap (alpha / beta)	8.15 / 1.67	eV

Structure (XYZ):
```
68
Properties=species:S:1:pos:R:3:forces:R:3
C -5.24863 -25.43805 27.43755 -0.5 0.1 1.3
O -5.89662 -25.94983 28.60452 0.5 -0.5 -0.2
C -6.90132 -25.15808 29.19401 0.4 -0.2 0.3
C -8.27190 -25.51828 28.66349 -0.9 0.6 0.7
O -9.14924 -24.36691 28.78124 0.7 -0.5 -0.8
C -10.42063 -24.55121 28.16501 -0.2 0.2 2.0
H -4.84042 -24.46953 27.72642 0.1 0.3 -0.5
H -5.97268 -25.35800 26.62672 0.3 0.1 -0.3
H -4.41405 -26.10677 27.22685 -0.3 0.0 -0.3
H -6.70604 -24.08653 29.15202 0.0 0.2 -0.4
H -6.84540 -25.42973 30.24814 -0.1 0.1 0.1
H -8.63491 -26.30444 29.32552 -0.4 -0.2 0.0
H -8.22727 -25.97593 27.67523 0.0 0.5 -0.4
H -11.15326 -23.93833 28.69011 0.3 0.9 -0.1
H -10.81782 -25.48500 28.56298 0.1 -0.9 -1.3
H -10.45069 -24.28231 27.10912 0.1 -0.7 -0.1
C -0.73272 -22.89943 19.17422 -0.3 1.9 0.3
O -1.58028 -23.98673 18.88775 -0.3 -0.6 -0.5
C -1.70509 -24.97368 19.87064 1.9 0.0 0.6
C -2.03657 -26.37987 19.45573 -1.5 -1.0 -0.5
O -1.81140 -27.37214 20.47048 0.4 2.3 -1.3
C -2.27887 -28.65924 20.03554 0.5 0.1 1.0
H 0.32047 -23.14084 19.03066 0.1 -0.6 0.2
H -0.93455 -22.48553 20.16217 0.3 -0.8 0.7
H -0.95007 -22.00547 18.58968 -0.3 -0.7 -1.0
H -2.52923 -24.60496 20.48132 -0.6 0.5 0.6
H -0.80424 -24.91405 20.48138 0.1 -0.1 0.4
H -1.61003 -26.56928 18.47070 0.8 -0.4 0.1
H -3.09860 -26.37734 19.21040 -0.5 -0.2 0.0
H -1.68375 -29.00265 19.18937 -0.3 -0.1 -0.1
H -3.35647 -28.65210 19.87174 0.1 -0.1 -0.2
H -2.04457 -29.25986 20.91444 -0.3 -0.3 -0.4
O -3.71067 -31.05235 20.64308 -1.1 -1.2 1.9
C -4.24944 -31.89067 21.35280 -0.1 0.4 0.0
O -4.97475 -31.59722 22.51442 0.3 1.8 -0.2
C -5.63120 -32.75981 23.14373 1.4 0.1 -3.0
C -5.69947 -33.61452 21.84239 1.3 -1.7 2.2
C -4.36621 -33.38625 21.13338 -0.3 0.8 -0.1
H -6.63999 -32.69758 23.55187 0.1 1.2 -0.1
H -4.94075 -33.06854 23.92863 -0.1 -0.5 -0.2
H -6.54530 -33.32361 21.21946 -0.1 -0.5 0.3
H -5.64398 -34.58212 22.34117 -1.1 -0.8 -1.2
H -4.31112 -33.64120 20.07504 -0.3 0.2 0.1
H -3.53316 -33.91622 21.59518 0.0 0.1 0.3
O -3.58007 -25.64229 24.53839 -1.7 -2.1 -2.9
C -4.11816 -26.34169 23.64715 2.5 2.2 2.8
O -5.03256 -25.81222 22.79772 0.3 0.0 1.1
C -5.58765 -26.84859 21.98384 0.2 -0.4 0.7
C -5.05659 -28.13962 22.61225 -0.5 -2.3 -2.8
C -3.80664 -27.82150 23.31860 -0.1 1.8 2.0
H -5.18238 -26.63094 20.99566 -0.4 -0.4 -0.3
H -6.67639 -26.82739 22.03157 0.1 0.4 -0.3
H -4.83412 -28.82512 21.79451 0.0 -0.1 -0.2
H -5.77186 -28.75618 23.15662 -0.1 0.7 0.5
H -2.83611 -27.87071 22.82489 -0.3 0.0 -0.5
H -3.68407 -28.35508 24.26113 0.0 0.1 0.0
O 2.38133 -25.01845 21.96188 -1.5 0.5 1.2
C 1.43737 -24.57059 22.59613 1.2 -2.2 -1.5
O 1.23858 -23.27105 22.68332 -0.4 1.7 -0.2
C 0.03016 -23.00114 23.37657 -1.7 0.0 0.5
C -0.83177 -24.25503 23.28313 0.7 -1.2 0.9
C 0.24439 -25.32994 23.20774 0.8 -0.2 -0.6
H -0.63140 -22.24174 22.95974 1.0 0.8 -0.3
H 0.25725 -22.75167 24.41305 0.0 0.0 -0.1
H -1.43275 -24.35962 22.37981 -0.1 0.6 0.1
H -1.50292 -24.37962 24.13292 0.0 0.1 -0.1
H 0.02332 -26.13053 22.50184 -0.1 -0.2 0.2
H 0.54813 -25.78800 24.14903 -0.1 0.1 0.1
```
Forces are in eV/Å.